1.
10 unconnected molecules or ions with the total composition C43H57IN10P, computed with ωB97M-V/def2-TZVPD.

Last column: Löwdin charge in e.
Atoms and positions in Å:
1 H -4.149 3.300 8.558  0.09
2 H 0.151 2.819 8.318  0.11
3 C 1.065 -8.112 -0.877  -0.12
4 C 5.960 2.340 -4.321  -0.38
5 H 0.389 -5.103 -1.681  0.10
6 H -7.664 -1.230 -1.396  0.14
7 C -3.158 2.930 8.349  -0.12
8 H 8.316 4.509 -2.751  0.00
9 H 4.892 3.880 2.834  0.08
10 C -1.855 -0.056 -6.676  -0.12
11 H -9.651 0.019 -2.269  0.10
12 C -8.138 1.357 4.624  -0.14
13 H 5.887 -0.890 2.033  0.10
14 H -4.165 -2.488 -0.816  0.11
15 C -0.921 2.726 8.253  -0.14
16 H 7.009 -0.080 4.368  0.08
17 C 8.914 -0.244 3.203  -0.13
18 C -7.717 1.832 5.839  -0.11
19 H -8.357 2.129 6.656  0.09
20 H 7.716 4.326 -4.238  0.00
21 H -0.155 -0.838 -2.871  0.10
22 C -0.471 -3.106 -0.481  -0.17
23 H 0.470 -6.417 0.450  0.10
24 H 8.227 2.008 -3.471  -0.05
25 C 2.767 4.314 -3.051  -0.08
26 C 9.119 -0.617 1.898  -0.15
27 C -4.594 -1.199 2.203  -0.12
28 C 4.118 4.038 -3.526  -0.04
29 H 1.202 -8.945 -0.205  0.09
30 N -7.029 1.097 3.865  0.00
31 H 3.517 2.478 -0.873  0.11
32 H -2.928 -0.128 -6.756  0.09
33 H -1.098 -1.889 -7.716  0.09
34 H 7.940 2.737 -1.589  -0.07
35 H 5.983 2.985 -1.934  -0.07
36 N 0.173 0.682 -6.170  0.01
37 C 0.953 -6.850 -2.733  -0.14
38 C -10.780 -1.818 -1.688  -0.12
39 H -11.802 -1.604 -1.960  0.09
40 P 7.088 2.562 -2.765  0.07
41 C -9.712 -0.975 -1.857  -0.15
42 N 0.633 -6.080 -1.649  0.01
43 H 7.751 -1.213 0.397  0.05
44 H 1.419 2.886 0.436  0.09
45 H 0.827 3.354 -2.546  0.09
46 H 5.619 2.990 0.373  0.10
47 C -1.163 0.957 -6.062  -0.15
48 C 4.506 2.659 -3.859  -0.30
49 N 7.455 4.252 -3.251  -0.26
50 C 0.294 -2.114 0.083  -0.13
51 C -1.927 3.531 8.721  -0.12
52 H -0.996 0.906 7.179  0.14
53 C 2.820 3.530 2.057  -0.13
54 H -2.431 -1.117 2.758  0.11
55 C 6.922 -0.718 2.278  -0.15
56 H 0.958 -6.431 -3.726  0.11
57 C -6.299 1.855 5.815  -0.11
58 H 4.909 4.818 -3.636  0.09
59 H 1.501 0.984 -3.160  0.07
60 C 0.343 -0.492 -6.852  -0.14
61 C 3.581 1.540 -3.759  -0.09
62 H -1.795 4.450 9.270  0.09
63 H -9.128 1.183 4.233  0.10
64 C 1.860 3.182 -2.931  -0.14
65 H -0.783 -4.017 0.008  0.10
66 H -5.110 -0.803 3.063  0.06
67 H 6.285 2.942 -5.206  0.07
68 H 3.910 0.511 -4.007  0.08
69 H -10.861 -3.881 -0.819  0.09
70 N -8.594 -1.612 -1.392  0.00
71 H -5.642 2.173 6.610  0.07
72 N -2.980 -1.884 0.847  0.02
73 C -3.236 -1.346 2.078  -0.13
74 H -8.193 -3.509 -0.502  0.10
75 H 0.999 -0.290 -0.718  0.15
76 H -1.351 -3.251 -2.538  0.10
77 C 2.406 3.064 0.833  -0.16
78 N 7.902 -0.908 1.346  0.00
79 C -4.156 -2.074 0.180  -0.14
80 C -2.859 1.780 7.666  -0.15
81 H 2.512 5.359 -2.776  0.10
82 C 2.231 1.817 -3.283  -0.12
83 C -5.179 -1.662 0.997  -0.12
84 H 6.062 1.258 -4.618  0.02
85 C -8.938 -2.850 -0.919  -0.15
86 H 0.726 -2.021 1.067  0.12
87 H 9.682 0.044 3.905  0.08
88 H -4.923 1.251 4.163  0.10
89 H -6.232 -1.688 0.756  0.07
90 C -0.768 -2.707 -1.811  -0.12
91 H -7.038 0.743 2.924  0.14
92 C 0.694 -6.843 -0.515  -0.15
93 I 6.509 0.179 -2.005  0.24
94 N 3.519 2.823 0.075  0.03
95 H -1.504 1.847 -5.558  0.10
96 C -10.289 -3.008 -1.091  -0.12
97 C 1.230 -8.117 -2.286  -0.12
98 N -1.497 1.660 7.616  0.00
99 C -5.904 1.393 4.586  -0.15
100 H 1.330 -0.880 -7.045  0.11
101 C 4.238 3.565 2.035  -0.12
102 H 1.517 -8.955 -2.902  0.09
103 H -2.059 -2.106 0.485  0.08
104 H 10.023 -0.701 1.317  0.10
105 H -3.496 1.037 7.213  0.10
106 H 0.917 1.255 -5.803  0.13
107 H 2.175 3.812 2.876  0.08
108 C 7.519 -0.309 3.445  -0.13
109 C -0.899 -0.976 -7.177  -0.12
110 C 4.637 3.120 0.800  -0.13
111 C -0.174 -1.487 -2.010  -0.11
112 N 0.472 -1.138 -0.855  0.04

Forces on the atoms, in the same order (eV/Å):
H 0.05 -0.02 -0.02
H -0.06 0.02 0.01
C -0.04 0.01 0.14
C -1.40 -0.60 0.06
H 0.11 -0.07 0.02
H -0.08 -0.04 0.00
C -0.09 -0.09 -0.06
H -0.53 0.05 -0.12
H -0.02 -0.03 -0.05
C -0.08 0.10 0.06
H -0.03 -0.06 0.01
C -0.04 0.02 -0.05
H 0.05 0.07 0.00
H 0.00 0.02 0.05
C 0.07 -0.03 0.03
H 0.01 0.01 -0.06
C 0.16 0.00 -0.01
C -0.14 -0.03 -0.05
H 0.03 -0.02 -0.05
H -0.25 -0.18 0.32
H -0.03 -0.08 0.00
C 0.17 -0.16 0.09
H 0.05 -0.04 -0.03
H -0.32 -0.36 -0.06
C 1.45 -2.20 -0.73
C -0.04 -0.09 -0.08
C 0.02 0.11 0.16
C -1.21 -1.79 0.15
H -0.01 0.05 -0.03
N -0.03 -0.01 0.09
H 0.10 0.07 0.02
H 0.05 0.01 0.01
H 0.02 0.05 0.02
H -0.09 -0.44 -0.03
H -0.17 -0.30 -0.32
N -0.02 -0.01 -0.04
C 0.00 0.06 0.00
C -0.01 0.13 -0.04
H 0.06 0.00 0.01
P 1.27 2.65 -0.42
C 0.04 0.06 -0.05
N -0.05 -0.10 -0.06
H -0.07 0.29 0.00
H 0.03 0.07 0.02
H 0.94 -0.10 -0.37
H -0.05 -0.02 0.01
C 0.03 0.05 0.08
C -0.35 -0.18 -0.77
N 0.79 0.32 -0.08
C 0.19 0.11 0.06
C 0.13 0.02 0.02
H -0.05 0.09 0.02
C -0.15 -0.03 0.02
H -0.06 -0.01 -0.02
C 0.00 -0.10 -0.09
H 0.03 -0.03 0.05
C 0.10 -0.03 0.00
H -0.87 -0.69 0.23
H 0.58 0.82 -0.13
C 0.07 0.00 0.05
C -1.05 2.28 0.86
H 0.00 -0.05 -0.04
H 0.04 0.02 0.04
C 0.62 -0.12 -0.31
H 0.01 0.05 0.02
H 0.04 -0.10 0.00
H -0.20 -0.11 0.91
H -0.22 0.91 0.22
H 0.04 0.04 -0.01
N -0.07 -0.01 0.05
H -0.02 0.01 -0.06
N -0.17 0.14 0.09
C 0.05 -0.06 -0.10
H -0.05 0.02 -0.02
H 0.01 -0.08 -0.02
H 0.01 0.05 0.02
C -0.02 -0.04 -0.08
N 0.09 -0.08 0.23
C 0.10 -0.03 0.00
C -0.03 -0.11 -0.03
H -0.09 -1.04 -0.17
C 1.49 1.40 -0.09
C -0.07 -0.03 -0.19
H -0.32 1.06 0.24
C 0.09 -0.04 0.00
H 0.01 -0.05 -0.06
H -0.03 0.00 -0.05
H -0.04 0.06 0.03
H 0.03 -0.03 0.05
C -0.07 0.03 -0.18
H 0.03 0.03 0.08
C -0.01 0.08 0.01
I -0.29 -1.55 0.65
N 0.02 -0.06 0.13
H 0.00 -0.05 -0.03
C 0.08 -0.09 0.06
C -0.01 0.02 -0.15
N -0.04 0.09 0.02
C 0.09 0.02 -0.04
H -0.06 0.00 0.01
C 0.05 -0.01 -0.03
H -0.01 0.05 0.03
H -0.21 0.08 0.03
H -0.04 0.03 0.04
H 0.01 0.05 0.04
H -0.05 -0.04 0.00
H 0.02 -0.01 -0.05
C -0.15 -0.02 0.03
C 0.11 -0.07 -0.04
C 0.10 0.00 -0.09
C 0.14 0.14 0.02
N -0.20 -0.12 -0.04

Calculated values
charge: -1
gap between HOMO and LUMO: 6.891 eV


2.
A molecular structure, C43H58BClGeN6O4PTc, computed with ωB97M-V/def2-TZVPD.

Last column: Löwdin charge in e.
Atoms and positions in Å:
1 C -2.852 0.217 -0.084  -0.22
2 H 4.468 0.886 -7.390  0.12
3 H -0.234 -3.545 0.651  0.06
4 H -0.479 0.238 7.003  0.08
5 C -2.192 1.231 -3.754  -0.10
6 H 2.232 -1.558 5.653  0.10
7 C -0.779 3.231 3.785  -0.01
8 C -1.185 1.181 4.506  -0.22
9 C 2.861 3.404 0.088  0.06
10 H 3.732 4.031 0.143  0.14
11 H 2.685 -3.470 1.631  0.06
12 H 0.755 -0.682 5.323  0.04
13 C 1.192 -2.343 3.962  -0.34
14 H 4.756 0.728 -2.829  0.09
15 H -0.809 -5.311 -3.803  0.11
16 C 0.028 -1.566 -3.258  -0.29
17 C -1.130 2.511 4.911  0.04
18 C 0.508 -3.502 1.449  -0.35
19 H -4.821 -2.428 0.854  0.09
20 C 3.745 0.794 -6.591  -0.06
21 H 2.780 2.655 -7.046  0.11
22 C -4.341 -1.458 0.979  -0.03
23 C -2.877 3.536 -3.811  -0.06
24 H -1.693 -2.267 0.379  0.01
25 N 0.910 2.440 0.626  0.05
26 H -2.656 -4.120 4.472  0.09
27 H -3.709 -0.931 5.400  0.10
28 H -0.680 4.295 3.642  0.14
29 H -3.457 -0.086 3.861  0.06
30 C 0.340 -3.891 -2.677  -0.07
31 H -4.142 1.892 -4.351  0.12
32 H -3.780 0.830 5.331  0.10
33 H -1.298 -0.890 4.870  0.08
34 H 4.844 1.013 -1.082  0.08
35 C 2.819 -0.456 -4.759  -0.11
36 H 2.073 -4.279 0.199  0.08
37 C -0.639 2.962 -3.154  -0.12
38 H 3.721 4.312 -2.568  0.09
39 C -1.168 -3.299 -4.450  -0.06
40 H -3.764 -1.481 1.902  0.05
41 C -0.913 1.605 -3.342  -0.27
42 C -3.450 1.366 -0.593  0.02
43 H -1.322 -3.274 5.245  0.07
44 H 2.173 -0.429 4.312  0.04
45 C -1.641 -2.770 3.143  -0.38
46 C 1.882 0.553 -4.539  -0.30
47 C 4.170 0.919 -1.931  -0.03
48 Cl 3.242 -0.400 1.520  0.98
49 C 1.599 -1.174 4.853  -0.11
50 H -1.363 2.906 5.884  0.13
51 H -2.438 0.187 -3.899  0.09
52 C -3.163 2.193 -4.002  -0.07
53 H -5.121 -0.704 1.089  0.09
54 C -2.650 2.415 -0.210  -0.02
55 H -4.074 -1.107 -1.106  0.14
56 C -1.644 -3.746 4.316  -0.12
57 H 1.127 2.449 -5.238  0.10
58 H -1.814 -2.038 -1.360  0.07
59 C -3.436 -1.157 -0.219  -0.34
60 O 4.071 0.750 1.299  -0.37
61 H 4.477 -1.116 -5.946  0.11
62 Ge 0.517 0.303 -3.195  1.11
63 C 3.752 -0.331 -5.777  -0.06
64 C -1.533 0.117 6.754  -0.05
65 H 2.087 -2.747 3.488  0.06
66 O 0.601 -0.254 -0.412  -0.13
67 H -2.081 -3.251 2.266  0.08
68 H -1.898 -0.783 7.247  0.09
69 H 0.352 3.288 -2.854  0.10
70 C -1.615 3.922 -3.376  -0.07
71 B -0.584 2.726 1.249  -0.49
72 H 1.680 3.889 1.907  0.15
73 N 1.339 1.927 -0.598  0.06
74 C -0.575 -4.266 -3.651  -0.06
75 H -4.356 1.410 -1.171  0.13
76 H -1.861 -3.588 -5.228  0.12
77 C 0.639 -2.550 -2.483  -0.13
78 C 1.869 1.671 -5.374  -0.10
79 H -2.081 0.961 7.176  0.09
80 H 2.678 2.051 -2.963  0.08
81 P -0.004 -2.151 2.573  0.90
82 C 0.953 0.646 -1.166  -0.27
83 H -2.268 -1.909 3.364  0.03
84 H -3.632 4.285 -4.013  0.12
85 C -1.767 0.019 5.249  -0.38
86 O 3.644 -1.167 2.663  -0.38
87 C -2.389 -2.230 -0.456  -0.05
88 H 5.071 3.498 -1.758  0.09
89 C -0.857 -1.959 -4.263  -0.10
90 H -2.862 -3.208 -0.554  0.10
91 N -0.817 1.099 3.210  -0.05
92 H 4.736 3.173 -3.453  0.09
93 O 1.836 0.350 1.990  -0.62
94 N -1.736 0.559 0.601  -0.03
95 Tc -0.040 0.037 1.690  1.29
96 C -3.268 -0.048 4.935  -0.04
97 H 0.828 -4.647 -2.076  0.11
98 H 1.353 -2.278 -1.719  0.07
99 H -1.386 4.970 -3.238  0.11
100 H -1.003 -4.610 4.137  0.08
101 H 2.815 -1.354 -4.152  0.10
102 H 0.388 -4.420 2.035  0.10
103 C 4.271 3.374 -2.489  -0.04
104 H 3.530 0.047 -1.764  0.07
105 C 2.541 2.524 -0.919  -0.15
106 C 3.358 2.203 -2.128  -0.35
107 C 1.835 3.314 1.008  -0.01
108 H -1.304 -1.227 -4.927  0.10
109 H -0.795 3.892 1.128  0.13
110 N -0.614 2.389 2.761  -0.01
111 C 1.912 -3.434 0.866  -0.13
112 N -1.633 1.928 0.507  -0.02
113 H 2.054 -2.526 0.281  0.03
114 C 2.800 1.791 -6.396  -0.06
115 H -2.735 3.474 -0.390  0.14
116 H 0.783 -3.152 4.571  0.08

Forces on the atoms, in the same order (eV/Å):
C 0.08 -0.06 0.07
H 0.01 0.00 0.00
H 0.05 -0.03 -0.02
H 0.02 -0.01 -0.01
C 0.00 0.00 -0.02
H 0.03 0.02 -0.01
C -0.11 0.03 0.01
C -0.05 -0.09 -0.05
C -0.07 0.01 0.03
H 0.02 0.00 0.00
H 0.01 -0.01 -0.01
H -0.14 0.02 0.07
C 0.00 -0.07 -0.01
H -0.01 -0.01 -0.02
H 0.00 -0.01 0.00
C -0.06 0.01 -0.01
C -0.06 0.02 -0.02
C -0.08 -0.08 0.05
H 0.00 0.00 -0.01
C 0.01 0.00 -0.01
H 0.00 0.01 0.00
C 0.01 -0.02 0.01
C 0.00 0.03 0.02
H -0.02 0.03 -0.03
N -0.06 -0.27 0.06
H 0.00 0.00 0.00
H 0.00 -0.01 0.00
H 0.00 0.01 0.00
H 0.00 0.00 -0.01
C -0.01 -0.01 0.01
H 0.00 0.00 0.00
H 0.00 0.01 0.01
H 0.05 0.01 0.04
H 0.02 0.01 0.01
C 0.00 0.00 0.01
H 0.01 -0.01 0.01
C 0.04 -0.02 0.01
H -0.01 0.00 -0.01
C 0.00 0.00 0.00
H 0.01 0.00 0.04
C -0.06 0.03 -0.04
C -0.02 0.01 -0.02
H 0.00 0.01 0.00
H -0.06 -0.02 0.04
C 0.00 -0.02 -0.02
C 0.03 0.09 -0.03
C -0.02 -0.02 -0.01
Cl 0.08 -0.08 0.00
C -0.04 0.02 0.01
H 0.01 0.00 0.01
H -0.02 0.04 0.03
C -0.03 -0.03 0.05
H -0.01 0.01 -0.02
C -0.03 0.03 0.01
H 0.00 0.01 0.01
C 0.02 0.00 0.01
H -0.01 0.01 0.00
H 0.03 0.01 -0.05
C -0.01 0.01 -0.07
O 0.00 -0.01 -0.01
H 0.00 -0.01 0.00
Ge 0.05 -0.03 0.08
C 0.00 0.00 -0.01
C 0.01 0.00 0.00
H -0.03 0.03 0.05
O 0.01 0.07 -0.15
H 0.00 0.03 -0.01
H -0.01 0.00 0.00
H 0.00 -0.01 0.01
C -0.01 0.00 -0.01
B -0.19 0.11 -0.11
H 0.01 0.00 0.02
N 0.06 0.17 -0.01
C 0.00 -0.01 0.00
H -0.02 0.00 -0.03
H 0.00 0.00 -0.01
C -0.02 0.01 0.02
C 0.02 0.02 0.03
H 0.00 0.01 0.01
H -0.03 0.03 -0.02
P -0.15 0.12 -0.18
C -0.05 -0.14 0.06
H -0.02 -0.01 -0.01
H 0.00 0.00 0.00
C 0.12 0.00 0.06
O 0.09 0.03 -0.11
C 0.02 -0.03 0.03
H 0.00 0.00 0.02
C -0.03 -0.05 0.02
H -0.01 -0.01 0.02
N 0.08 0.12 -0.03
H 0.00 0.00 0.00
O -0.24 -0.04 -0.06
N -0.07 0.10 -0.07
Tc 0.64 -0.16 0.59
C -0.01 0.00 -0.01
H 0.01 0.00 0.01
H 0.04 0.01 0.02
H 0.00 0.01 0.00
H 0.01 0.00 0.00
H -0.01 0.00 0.02
H 0.00 0.01 -0.01
C 0.04 -0.01 0.01
H 0.00 -0.01 0.01
C 0.01 -0.04 -0.03
C -0.03 -0.02 -0.01
C 0.05 0.06 -0.01
H 0.04 -0.03 -0.01
H 0.00 0.01 -0.04
N 0.15 0.02 -0.04
C 0.02 0.02 -0.03
N -0.01 -0.02 -0.10
H -0.01 0.02 -0.02
C 0.00 -0.01 0.00
H 0.00 0.01 -0.01
H -0.01 -0.02 -0.03

Calculated values
charge: +2
gap between HOMO and LUMO (alpha / beta): 6.987 / 6.980 eV


Molar mass readings, ordered: 871.88; 970.82 g/mol